No. 1
16
Properties=species:S:1:pos:R:3:forces:R:3:nbo_charge:R:1 method="wB97M-V/def2-TZVPD" smiles=C[C@H]1CCOC1 charge=0 orbital_gap_ev=10.7
C 1.887955 0.067254 0.040279 0.08 -0.02 -0.01 -0.60
C 0.422673 0.475239 0.155885 0.01 0.02 0.03 -0.25
C -0.414123 0.129028 -1.088205 0.00 0.00 -0.03 -0.43
C -1.766279 -0.244813 -0.492129 -0.10 0.10 -0.26 -0.07
O -1.460914 -0.898929 0.724492 -0.04 -0.08 0.04 -0.53
C -0.323085 -0.267873 1.291881 0.23 0.10 0.16 -0.07
H 2.378699 0.568500 -0.801496 -0.08 -0.05 0.11 0.21
H 2.448041 0.317311 0.948958 -0.09 -0.03 -0.13 0.21
H 1.970541 -1.015615 -0.118163 -0.03 0.16 0.02 0.20
H 0.367120 1.556516 0.335883 -0.01 -0.17 -0.02 0.20
H -0.473984 0.956119 -1.802170 0.00 -0.11 0.10 0.21
H 0.017498 -0.735871 -1.603540 -0.04 0.06 0.07 0.20
H -2.343463 -0.937945 -1.110164 0.07 0.09 0.09 0.19
H -2.382205 0.652017 -0.315667 0.09 -0.08 0.04 0.16
H -0.626437 0.429069 2.087809 -0.01 -0.11 -0.13 0.17
H 0.297959 -1.050008 1.746346 -0.10 0.12 -0.07 0.18

No. 2
16
Properties=species:S:1:pos:R:3:forces:R:3:nbo_charge:R:1 method="wB97M-V/def2-TZVPD" smiles="OC1CC=CC1.[H][H]" charge=0 orbital_gap_ev=10.1
O 1.532607 -0.371989 1.600381 0.10 0.02 0.33 -0.72
C 0.935205 0.638774 0.804756 -0.07 0.30 -0.22 0.11
C -0.582202 0.673697 1.037724 0.02 0.04 0.07 -0.47
C -1.088663 -0.324152 0.033410 0.03 0.04 -0.18 -0.19
C -0.245445 -0.398192 -0.997746 -0.08 -0.11 0.10 -0.18
C 1.093680 0.197278 -0.662743 0.05 0.08 0.01 -0.46
H 1.303448 -0.180049 2.518214 0.13 -0.14 -0.09 0.46
H 1.410510 1.609592 0.994052 -0.02 -0.11 0.03 0.16
H -0.871502 0.491634 2.078645 0.15 -0.06 -0.08 0.21
H -0.994820 1.652643 0.754024 0.10 -0.06 0.20 0.21
H -2.501754 -1.623275 -1.534686 -0.25 -0.18 -0.22 0.00
H -2.015499 -0.871267 0.175239 0.04 0.42 -0.25 0.21
H -1.952701 -2.058783 -1.765467 -0.21 -0.26 -0.12 0.00
H -0.438090 -0.831732 -1.973365 0.12 -0.22 0.34 0.21
H 1.850836 -0.597128 -0.705237 0.00 0.24 -0.03 0.23
H 1.419858 0.999481 -1.335009 -0.12 -0.02 0.13 0.21

No. 3
16
Properties=species:S:1:pos:R:3:forces:R:3:nbo_charge:R:1 method="wB97M-V/def2-TZVPD" smiles="CCCC(C)=O" charge=0 orbital_gap_ev=10.4
C -0.019178 1.654262 1.403558 1.68 1.14 2.50 -0.62
C 0.384585 1.614078 -0.020666 -0.32 0.72 -1.42 -0.41
C -0.369182 0.550494 -0.778832 0.07 -1.43 -1.56 -0.52
C -0.197248 -0.932875 -0.518548 0.42 -0.39 2.58 0.61
C 1.072921 -1.505060 0.152749 -0.16 1.37 0.46 -0.74
H -1.034880 1.947638 1.709605 0.05 -0.52 -0.83 0.22
H 0.268367 0.696287 1.839562 -0.35 0.03 0.47 0.20
H 0.600879 2.448656 1.941190 -0.53 -1.05 -0.55 0.21
H 0.089788 2.567068 -0.471446 0.04 -0.01 -0.19 0.21
H 1.476794 1.576663 -0.210582 -0.51 -0.30 0.51 0.21
H -1.441298 0.592814 -0.637715 -0.35 0.78 -0.34 0.24
H -0.113886 0.561876 -1.860637 -0.42 0.55 0.27 0.23
H 1.920711 -0.811559 0.446139 -1.31 -0.55 -0.27 0.21
H 0.631926 -2.046037 1.005380 0.67 0.15 -0.18 0.25
H 1.468721 -2.195741 -0.538046 0.59 -1.12 -0.68 0.24
O -1.137313 -1.702882 -0.581628 0.41 0.63 -0.79 -0.56